{"formula": "C25H43ClN2O6P", "method": "wB97M-V/def2-TZVPD", "max_force_ha_per_bohr": 0.04560, "homo_energy_ev": -11.084, "e_tot_ev": -63695.521, "multiplicity": 1, "homo_lumo_gap_ha": 0.2828, "total_charge": 1, "smiles": "CCCCCC[N+]1=C(CCO)[C@](CCCCl)(CCCNCc2ccccc2O)C[C@@]1(O)P(=O)(O)O", "elements": ["Cl", "P", "O", "O", "O", "O", "O", "O", "N", "N", "C", "C", "C", "C", "C", "C", "C", "C", "C", "C", "C", "C", "C", "C", "C", "C", "C", "C", "C", "C", "C", "C", "C", "C", "C", "H", "H", "H", "H", "H", "H", "H", "H", "H", "H", "H", "H", "H", "H", "H", "H", "H", "H", "H", "H", "H", "H", "H", "H", "H", "H", "H", "H", "H", "H", "H", "H", "H", "H", "H", "H", "H", "H", "H", "H", "H", "H", "H"], "positions_angstrom": [[2.497713, -3.255442, -2.684008], [3.764422, 2.219094, -1.138785], [5.199527, 1.609706, -0.864793], [3.092718, 1.710738, -2.335880], [3.947744, 3.795394, -1.135592], [-2.635675, -3.677699, 4.233203], [3.623389, 2.685842, 1.332090], [-2.708086, 1.251931, -0.251971], [1.477574, 2.058004, 0.553618], [-0.880124, -4.018597, 0.825770], [0.961904, 3.417985, 0.414149], [-0.655786, 3.911810, -1.547875], [0.086953, -2.017308, 1.991370], [-0.696981, 2.064365, -3.271465], [-1.514807, 0.517050, -0.150194], [-2.951160, -3.241888, 1.850916], [0.803709, 3.861500, -1.047123], [2.919466, 1.802776, 0.434643], [-4.226958, -1.229162, 1.267238], [-0.709390, 3.569475, -3.040012], [-4.413578, -0.941970, 2.627640], [-3.870835, -1.794770, 3.587454], [1.629035, -0.252980, 0.688421], [-3.145810, -2.935847, 3.208736], [1.605161, -0.696578, -0.826725], [1.462148, -1.343114, 1.761950], [1.412942, -3.180599, -1.264644], [-0.659410, 1.012985, 1.050375], [3.047118, 0.364477, 0.909035], [-2.172456, -4.438656, 1.381629], [0.682524, -1.845809, -1.244986], [0.785120, 0.983841, 0.783665], [0.046238, -3.551264, 1.881167], [-3.499779, -2.363969, 0.900241], [-0.454962, 1.661042, -4.713003], [-0.231739, -1.914667, -0.670458], [-3.114381, 1.303781, 0.616823], [-0.848909, 0.367699, 1.905182], [0.706205, -3.986512, -1.399868], [-2.731053, -4.932617, 0.591461], [-0.461029, -4.836729, 0.401949], [-4.992169, -0.078444, 2.911072], [-1.057246, 4.905825, -1.388439], [2.205529, -2.108873, 1.554200], [2.018773, -3.331018, -0.380360], [-3.370130, -2.577570, -0.151285], [3.816196, -0.225277, 0.431243], [-1.109598, 2.175240, -5.409769], [-0.960736, 0.648219, -1.072439], [1.311128, 0.177485, -1.403902], [-0.644350, 0.595900, -4.830986], [1.226188, 4.857623, -1.129260], [-1.565436, 4.036841, -3.517940], [1.764799, -0.885399, 2.699152], [-1.245594, 3.182697, -0.991361], [1.361720, 3.228502, -1.730538], [-0.700239, -1.610624, 1.377128], [-0.268094, -3.954290, 2.842958], [0.579765, 1.819913, -4.997866], [-1.758334, -0.537198, -0.047120], [-2.432653, -4.567815, 3.936552], [3.819193, 4.093214, -2.048462], [3.300848, 0.398777, 1.963750], [-4.005602, -1.591993, 4.637160], [2.610595, -0.920217, -1.160855], [3.213438, 2.607193, 2.201642], [5.878331, 2.252577, -1.108296], [-2.033562, -5.187689, 2.167494], [0.175707, 3.994257, -3.516395], [1.033683, -3.963265, 1.688855], [-0.183239, -1.799824, 3.023511], [0.122002, 1.651559, -2.674291], [0.000729, 3.483999, 0.904109], [-1.627378, 1.653504, -2.884019], [1.624541, 4.094954, 0.937466], [-4.654026, -0.586265, 0.515509], [-1.013950, 2.001392, 1.313534], [0.390465, -1.647229, -2.273095]], "forces_ev_per_a": [[0.2286, 0.0081, 0.0656], [-0.2028, -0.6368, -0.9894], [-0.1475, 0.3341, 0.1456], [-0.1977, -0.0400, 0.0966], [0.1604, -0.0190, 0.0641], [-0.0388, 0.0600, 0.0477], [-0.6943, -0.2432, -0.4974], [0.2459, 0.3732, -0.2119], [-0.2961, -0.1767, -0.1641], [0.3424, -0.3167, 0.3361], [-0.1354, 0.5830, -0.3680], [0.4928, -0.2920, -0.2139], [0.4167, -0.1436, 0.6271], [0.1695, 0.3579, 0.0150], [-0.1214, -0.0358, 0.1594], [-0.4746, 0.5273, 0.2860], [-0.4931, 0.2064, -0.1169], [1.4976, 0.8967, 1.5653], [0.3279, -0.4264, 0.5180], [0.2242, -0.0192, 0.1394], [0.5213, -0.7213, -0.3687], [0.0333, 0.1243, -0.5291], [1.3682, -0.2629, -0.2473], [-0.2624, 0.4517, -0.3479], [-1.0881, 0.1122, 0.2384], [-0.7524, 0.0282, -0.2341], [-0.4142, 0.2050, -0.2782], [-0.3863, -0.3638, 0.0839], [-0.6952, -0.2202, -0.3831], [0.1145, 0.2708, -0.3104], [0.5659, 0.0877, -0.2407], [0.0463, 0.0356, 0.0680], [-0.3948, 0.0866, -0.4469], [-0.2360, 0.2196, 0.5357], [-0.1615, -0.4498, 0.0644], [-0.0493, -0.1479, 0.2479], [-0.2457, -0.1681, 0.1009], [-0.0212, -0.0778, 0.1425], [-0.0431, -0.2017, 0.1384], [-0.0728, -0.0633, -0.1294], [-0.0402, -0.0324, -0.1365], [-0.0786, 0.0986, 0.1905], [-0.2046, 0.1057, 0.2573], [0.1934, -0.0452, -0.0965], [0.0890, -0.1691, 0.1177], [0.0667, -0.1355, -0.1074], [0.1775, 0.0564, -0.2511], [-0.0644, 0.1863, -0.0647], [-0.1039, 0.0888, -0.1947], [0.1711, 0.1321, -0.1471], [-0.0083, -0.1278, -0.0801], [0.1661, 0.1279, -0.0742], [-0.2080, -0.0477, -0.0588], [0.1094, 0.0207, 0.1862], [-0.3059, 0.0943, 0.0145], [0.1639, -0.2088, 0.1182], [-0.1478, 0.0130, -0.2442], [0.0447, -0.1106, 0.1844], [0.1398, 0.2172, -0.0883], [0.1668, -0.1901, 0.1177], [0.0568, -0.1187, -0.0487], [-0.0900, 0.2448, 0.0121], [-0.0640, 0.0721, 0.2422], [-0.0042, -0.0553, 0.1699], [0.2541, -0.0813, 0.0608], [0.1822, -0.0482, 0.2051], [0.3132, -0.1453, 0.1408], [-0.0431, -0.0518, 0.1769], [0.0637, 0.1626, -0.1541], [0.1690, 0.0403, -0.0870], [-0.2146, 0.2368, 0.0407], [0.0388, -0.1489, 0.1072], [-0.0807, -0.0593, 0.1608], [-0.1673, -0.1234, -0.0510], [0.3319, -0.1324, 0.1375], [-0.0766, 0.0144, -0.1713], [0.0741, 0.1721, -0.0646], [-0.2008, 0.0052, -0.1287]], "lowdin_charge": [0.601, 0.480, -0.065, -0.233, -0.085, 0.058, 0.003, -0.040, 0.081, -0.047, -0.076, -0.172, -0.152, -0.273, -0.215, -0.159, -0.156, -0.418, -0.098, -0.202, -0.071, -0.003, -0.294, -0.269, -0.106, -0.090, -0.578, -0.029, -0.029, -0.166, -0.240, -0.068, -0.184, -0.044, -0.090, 0.078, 0.086, 0.129, 0.058, 0.128, 0.103, 0.103, 0.116, 0.121, 0.059, 0.120, 0.136, 0.078, 0.093, 0.090, 0.071, 0.120, 0.118, 0.118, 0.090, 0.072, 0.067, 0.107, 0.076, 0.089, 0.090, 0.112, 0.136, 0.117, 0.103, 0.119, 0.109, 0.113, 0.117, 0.111, 0.115, 0.079, 0.119, 0.106, 0.133, 0.099, 0.119, 0.108]}

{"formula": "C25H43IN2O10S2", "method": "wB97M-V/def2-TZVPD", "max_force_ha_per_bohr": 0.17274, "homo_energy_ev": -9.430, "e_tot_ev": -79834.137, "multiplicity": 1, "homo_lumo_gap_ha": 0.2807, "smiles": "CCCCCC1=C(CC(=O)I)C(=O)C(NCCC)=C(N(C)C(C)=O)C1=O.CCOS(C)(=O)=O.CCOS(C)(=O)=O", "elements": ["I", "S", "S", "O", "O", "O", "O", "O", "O", "O", "O", "O", "O", "N", "N", "C", "C", "C", "C", "C", "C", "C", "C", "C", "C", "C", "C", "C", "C", "C", "C", "C", "C", "C", "C", "C", "C", "C", "C", "C", "H", "H", "H", "H", "H", "H", "H", "H", "H", "H", "H", "H", "H", "H", "H", "H", "H", "H", "H", "H", "H", "H", "H", "H", "H", "H", "H", "H", "H", "H", "H", "H", "H", "H", "H", "H", "H", "H", "H", "H", "H", "H", "H"], "positions_angstrom": [[-1.005137, 1.873659, -2.164840], [-3.511128, -8.865482, -1.280895], [-2.962295, -1.981503, -2.115482], [-4.362651, -10.010293, -2.066723], [7.357615, 4.329796, 1.144883], [3.630087, 2.001804, 1.554785], [-3.813818, -3.126314, -2.901310], [-2.977660, -7.928234, -2.247688], [-2.674570, -9.506663, -0.289059], [-2.125737, -2.622683, -1.123645], [-2.428827, -1.044254, -3.082274], [-3.296676, 3.126905, -0.577038], [0.928561, 5.127465, -1.873405], [4.971278, 4.685583, 1.491664], [3.594288, 6.588628, -0.641660], [2.933290, 5.328077, -0.131341], [1.763408, 8.043779, 2.057052], [-4.330000, -1.216821, -1.281869], [0.391015, 2.102056, 2.479597], [-1.939422, 3.143935, -0.647552], [5.080480, 6.021749, 2.188908], [2.818831, 8.606893, 0.910127], [1.187656, 3.053609, 1.403778], [-3.177647, -3.856342, -3.940609], [0.930215, 0.532344, 2.512464], [0.167405, -3.057004, 3.593671], [-4.878833, -8.100801, -0.447283], [6.052457, 4.118944, -1.049612], [-0.298685, -0.418074, 3.035195], [-2.792746, -11.799189, -2.549773], [0.469097, 3.973377, 0.433315], [0.156854, -1.507380, 4.193422], [2.710768, 7.810343, -0.525855], [-2.243913, -4.915209, -3.384360], [3.622374, 4.452679, 0.854055], [-3.726480, -10.740321, -3.106022], [-1.162570, 4.146210, 0.392113], [2.831534, 3.054171, 1.319565], [1.414330, 4.844815, -0.636298], [6.128586, 4.401355, 0.562806], [5.958215, 6.096650, 2.974515], [5.546642, 3.067881, -1.258814], [3.081420, 8.565552, -1.371974], [-1.389424, -4.458203, -2.876061], [4.084877, 6.350435, 2.748551], [-3.968354, -4.346660, -4.518595], [-4.992396, -0.769229, -2.024728], [-1.938257, -11.342183, -2.041475], [-1.858640, -5.551593, -4.185548], [-1.596760, 4.062330, 1.495417], [7.162282, 4.041619, -1.483114], [-0.758452, 2.031255, 2.170700], [-0.716070, -1.498795, 5.006377], [-4.481203, -7.328580, 0.214766], [-3.932370, -0.444600, -0.619820], [-4.517187, -11.230640, -3.684009], [-4.855155, -1.973833, -0.696322], [1.574630, 7.627569, -0.735904], [-0.814140, -0.947418, 2.112400], [2.184049, 8.310301, 3.135714], [-2.650092, -3.181619, -4.623063], [1.250779, 0.133070, 1.448430], [-3.198925, -10.065599, -3.788476], [-2.760638, -5.540307, -2.649166], [-2.407473, -12.435573, -3.350962], [0.696430, 8.554781, 1.931351], [-5.403989, -8.857813, 0.138265], [1.675955, 6.870622, 1.953063], [-0.662899, -3.737226, 4.084423], [5.415278, 4.935626, -1.594752], [3.911103, 8.659402, 1.339573], [0.519030, 2.529959, 3.581793], [1.156175, -1.219479, 4.739658], [3.728230, 6.418614, -1.679344], [-1.397098, 5.256561, 0.023472], [-1.098587, 0.296966, 3.534348], [5.309315, 6.859532, 1.370944], [1.892041, 0.423701, 3.208439], [-5.541230, -7.653209, -1.190141], [-3.309471, -12.424287, -1.814579], [1.243810, -3.493487, 3.780639], [2.499654, 9.730961, 0.682248], [-0.072444, -2.994660, 2.448955]], "forces_ev_per_a": [[-0.4486, 1.0122, 1.3053], [-0.2373, -0.3149, 0.0416], [-0.3759, -0.3084, -0.0771], [-0.0131, 1.1303, 0.8337], [-7.5593, 0.7900, -3.5265], [-5.3155, 6.2369, -1.1740], [-0.0185, 1.1857, 0.9019], [-0.0985, -0.9730, 0.7233], [-0.4209, 0.6626, -1.0272], [-0.3467, 0.6611, -0.9323], [-0.0512, -1.0091, 0.6871], [8.8731, 0.0524, -0.4080], [3.1649, -1.4502, 7.8674], [-0.4882, -0.0901, -3.0730], [-2.0784, -1.7501, -0.7474], [1.1151, -2.1791, 2.5133], [0.4362, 0.1088, -0.1022], [-0.1367, -0.1001, -0.0816], [0.4615, -0.5300, -0.5678], [-7.4476, 0.8090, 1.3218], [0.5192, 2.3777, 0.2455], [-0.6528, 0.6685, 0.0083], [-1.4530, 2.3643, -2.3315], [0.7203, -0.7776, -0.7688], [0.2131, -0.4302, -0.2112], [0.3760, 0.5830, 0.0383], [-0.1571, -0.0975, -0.0800], [-0.2230, -0.6372, 0.2491], [0.1303, 0.5506, 0.7292], [0.3035, 0.0069, 0.2499], [2.5019, -1.8907, 2.0217], [-1.6928, -0.5421, 0.0864], [-0.2191, 1.9890, -0.0512], [0.2250, 0.0530, 0.3040], [-2.5497, 1.5095, -1.9564], [0.6230, -0.7361, -0.7253], [1.0867, 0.5647, -0.2505], [3.6527, -3.3482, 0.3805], [-2.1584, 0.5673, -4.1808], [5.8325, -0.6431, 3.0013], [-1.7919, -0.7616, -1.7102], [0.8975, 2.1970, 0.6205], [-0.7429, -1.6997, 1.8552], [-0.0974, -0.0430, -0.1048], [2.0127, -1.1629, -1.3568], [-0.1025, 0.3040, 0.2651], [0.1448, -0.0824, 0.0753], [-0.1144, -0.0664, -0.0922], [-0.1314, 0.0452, 0.0521], [0.8223, -0.1296, -2.5979], [-2.5734, 0.4366, 1.2898], [2.5916, 0.4872, 0.7090], [2.0444, 0.1253, -1.5871], [0.1156, -0.1518, -0.1505], [0.1079, -0.1061, -0.1636], [-0.0963, 0.3083, 0.2645], [0.1321, 0.0612, -0.1160], [2.0180, 0.0679, 0.3311], [1.0621, 1.0166, 1.9818], [-1.0073, -0.6209, -2.2922], [-0.1008, 0.0928, 0.1674], [-0.5925, 1.1704, 2.0777], [-0.0775, 0.0699, 0.1737], [0.0751, 0.0584, -0.2568], [-0.1137, 0.0747, 0.0240], [2.3316, -1.2509, 0.2328], [0.1292, 0.0709, -0.1131], [0.0452, 2.3609, 0.3489], [1.8598, 1.4316, -0.8733], [1.3594, -1.5423, 1.1225], [-2.1375, -0.3379, -1.0341], [-0.4027, -0.7174, -2.4594], [-1.9536, -0.5299, -1.2909], [-0.2153, 0.2959, 1.5287], [0.4805, -2.5241, 0.6217], [1.5095, -1.4655, -1.0446], [-0.5995, -1.7357, 1.8303], [-2.2223, 0.3672, -1.5046], [0.1308, -0.1013, 0.0663], [0.0120, 0.0641, -0.1746], [-2.3092, 0.5361, -0.5532], [0.7401, -2.3706, 0.4499], [0.6671, -0.3178, 2.1506]], "lowdin_charge": [0.892, 0.630, 0.599, -0.267, -0.066, -0.010, -0.266, -0.292, -0.283, -0.293, -0.364, -0.159, -0.065, -0.083, -0.036, -0.081, -0.147, -0.117, -0.140, -0.663, -0.085, -0.234, -0.033, -0.274, -0.205, -0.140, -0.121, -0.025, -0.225, -0.077, -0.083, -0.246, -0.224, -0.075, -0.052, -0.279, -0.135, -0.106, -0.122, -0.260, 0.110, 0.103, 0.136, 0.074, 0.102, 0.124, 0.078, 0.072, 0.085, 0.139, 0.110, 0.113, 0.103, 0.078, 0.073, 0.124, 0.074, 0.120, 0.114, 0.082, 0.115, 0.124, 0.116, 0.061, 0.081, 0.085, 0.075, 0.060, 0.076, 0.066, 0.095, 0.141, 0.104, 0.120, 0.147, 0.102, 0.093, 0.119, 0.075, 0.086, 0.075, 0.112, 0.067]}